1.
{
  "formula": "C4H8O",
  "method": "ωB97M-V/def2-TZVPD",
  "smiles": "C[C@H]1CCO1",
  "e_lumo_ev": 1.173,
  "relative_energy_kcal_mol": 26.7,
  "species": ["C", "C", "C", "C", "O", "H", "H", "H", "H", "H", "H", "H", "H"],
  "coordinates": [[1.64758, -0.27315, 0.05532], [0.35126, 0.28654, -0.49042], [-0.90249, -0.58704, -0.30908], [-1.38915, 0.58097, 0.56435], [-0.19833, 1.34414, 0.30761], [2.41304, 0.50691, 0.10386], [1.50800, -0.68378, 1.06230], [2.01024, -1.07598, -0.59809], [0.48747, 0.66108, -1.50889], [-1.48343, -0.74758, -1.22339], [-0.73486, -1.54867, 0.18153], [-1.38728, 0.49260, 1.64933], [-2.32205, 1.04396, 0.20557]],
  "atomic_forces_ev_per_a": [[0.0, 0.0, 0.0], [0.3, -0.2, -0.4], [0.0, 0.0, 0.1], [-0.1, 0.3, 0.3], [0.0, 0.3, -0.3], [-0.1, -0.1, 0.0], [0.0, 0.1, -0.1], [0.0, 0.1, 0.1], [0.1, -0.2, -0.1], [0.1, 0.1, 0.3], [0.0, 0.2, 0.0], [-0.7, -0.7, 0.1], [0.4, 0.1, 0.2]],
  "lowdin_charge": [-0.05, -0.40, -0.09, -0.17, -0.11, 0.08, 0.08, 0.08, 0.14, 0.11, 0.11, 0.11, 0.11]
}



2.
{
  "formula": "C2HN3O3",
  "method": "ωB97M-V/def2-TZVPD",
  "smiles": "O=c1nn[nH]oc1=O",
  "e_lumo_ev": -1.204,
  "relative_energy_kcal_mol": 128.7,
  "species": ["C", "C", "H", "N", "N", "N", "O", "O", "O"],
  "coordinates": [[0.68656, -0.69590, -0.11077], [0.57858, 0.76182, 0.02937], [-2.57799, 0.80362, 0.31211], [-0.51247, -1.49888, 0.19785], [-1.56471, -0.80381, 0.18898], [-1.69437, 0.42757, -0.18619], [1.71820, -1.27005, -0.21332], [-0.61989, 1.37522, -0.22260], [1.57518, 1.38567, 0.28239]],
  "atomic_forces_ev_per_a": [[-1.3, -3.0, 1.2], [2.1, 2.2, -0.2], [2.2, -0.1, -1.2], [0.2, 2.1, -0.6], [-0.1, -1.7, 0.2], [-2.2, 1.1, 0.9], [0.6, 0.2, -0.5], [0.0, -0.7, 0.5], [-1.5, 0.0, -0.2]],
  "lowdin_charge": [-0.36, -0.39, 0.20, 0.12, -0.03, 0.00, 0.18, 0.09, 0.19]
}



3.
{
  "formula": "C25H21FeNO3",
  "method": "ωB97M-V/def2-TZVPD",
  "multiplicity": 5,
  "s2": 6.1602,
  "e_lumo_ev": [0.071, -2.317],
  "species": ["C", "C", "C", "Fe", "C", "O", "C", "O", "C", "C", "C", "C", "C", "H", "H", "H", "H", "H", "H", "H", "H", "H", "H", "H", "C", "C", "C", "C", "C", "C", "O", "C", "C", "C", "C", "C", "C", "C", "N", "C", "C", "H", "H", "H", "H", "H", "H", "H", "H", "H", "H"],
  "coordinates": [[-0.49598, 2.41476, 2.58265], [-1.46517, 1.26248, 2.52052], [-1.29196, 0.03452, 1.84225], [-1.56638, 0.79698, -0.05542], [-0.02767, -0.14428, -0.43243], [1.09399, -0.44876, -0.50294], [-0.30711, 2.11655, -0.59643], [0.47450, 2.79545, -1.12918], [-3.13320, -0.38766, -0.55044], [-2.30533, -0.08778, -1.68264], [-2.27389, 1.34579, -1.83234], [-3.11817, 1.91140, -0.81202], [-3.60884, 0.84814, -0.00542], [-0.52703, 2.80442, 3.60838], [0.53257, 2.14627, 2.29844], [-0.75504, 3.26585, 1.93051], [-2.43007, 1.44448, 3.06969], [-0.34982, -0.55741, 1.93443], [-2.14864, -0.67255, 1.85319], [-3.36954, -1.38043, -0.18317], [-1.84340, -0.80692, -2.34210], [-1.83143, 1.87758, -2.66430], [-3.38291, 2.95747, -0.70151], [-4.29515, 0.96343, 0.83025], [1.40130, -5.55067, 7.57087], [2.55830, -4.75621, 7.46062], [2.82815, -4.08541, 6.26851], [1.97537, -4.25313, 5.12946], [2.35519, -3.84613, 3.82538], [3.77886, -3.80421, 3.41930], [4.13619, -3.09875, 2.48759], [4.82078, -4.68551, 4.10901], [4.60324, -6.01096, 4.50661], [5.62145, -6.72565, 5.15802], [6.85737, -6.10146, 5.40999], [7.11819, -4.82931, 4.86107], [6.11296, -4.15805, 4.16957], [1.46776, -3.69648, 2.74057], [0.74964, -3.56169, 1.81261], [0.76173, -4.97455, 5.29686], [0.52135, -5.67484, 6.48429], [1.21005, -6.11152, 8.48360], [3.25653, -4.69914, 8.27814], [3.71925, -3.44644, 6.16273], [3.62812, -6.47760, 4.31191], [5.45742, -7.76097, 5.46231], [7.63510, -6.62349, 5.98258], [8.10019, -4.36740, 4.95474], [6.29984, -3.19622, 3.66944], [0.08324, -5.04589, 4.41903], [-0.34284, -6.33574, 6.53662]],
  "atomic_forces_ev_per_a": [[0.1, -0.4, 0.3], [-0.6, -0.1, 0.4], [0.0, -0.7, 1.7], [3.9, 1.3, 2.7], [4.3, -1.9, 0.1], [-2.4, 0.5, -0.1], [2.6, 3.0, 0.0], [-1.8, -1.6, 0.8], [-0.9, -0.4, -1.7], [-2.8, -0.2, -1.2], [-1.9, -0.7, -1.3], [-1.1, 0.0, -0.8], [-0.8, 0.2, -0.4], [0.3, 0.0, -0.2], [-0.3, -0.1, 0.3], [-0.3, -0.3, 0.0], [0.8, -0.1, -1.0], [-0.5, 1.0, -0.3], [0.5, 0.6, 0.5], [0.2, 0.2, 0.0], [0.1, 0.1, 0.2], [0.1, 0.0, 0.2], [0.3, -0.2, 0.0], [0.3, -0.1, -0.2], [0.2, 0.0, -0.5], [-0.6, 0.1, -0.8], [0.0, -0.2, -0.4], [-0.7, -0.4, 1.3], [0.8, -0.1, -0.4], [1.1, 0.0, -0.6], [-0.3, -0.3, 0.5], [0.0, -0.1, -0.6], [-0.1, 0.0, 0.3], [0.2, 0.5, -0.1], [-0.2, 0.1, -0.4], [-0.3, -0.5, 0.1], [0.1, 0.4, 0.2], [-2.0, 0.5, -2.1], [1.7, -0.4, 2.4], [0.1, -0.3, -0.1], [0.1, 0.5, -0.3], [0.0, 0.1, -0.2], [0.0, 0.2, 0.2], [-0.5, -0.5, 0.2], [0.4, 0.2, 0.2], [0.0, 0.4, 0.0], [-0.4, 0.2, -0.3], [-0.2, -0.2, 0.0], [-0.1, -0.5, 0.4], [0.5, -0.1, 0.8], [0.1, 0.3, 0.1]],
  "lowdin_charge": [-0.12, -0.20, -0.16, 0.17, -0.12, 0.13, -0.10, 0.13, -0.16, -0.17, -0.19, -0.15, -0.16, 0.07, 0.08, 0.07, 0.11, 0.08, 0.08, 0.12, 0.12, 0.12, 0.12, 0.12, -0.07, -0.06, -0.01, -0.20, -0.09, -0.31, 0.11, -0.17, -0.03, -0.07, -0.08, -0.07, -0.03, -0.16, 0.20, -0.01, -0.07, 0.10, 0.10, 0.13, 0.13, 0.10, 0.10, 0.10, 0.13, 0.12, 0.11]
}



4.
{
  "formula": "C19H40AuN4SSi4",
  "method": "ωB97M-V/def2-TZVPD",
  "multiplicity": 3,
  "s2": 2.0337,
  "total_charge": 1,
  "e_lumo_ev": [-3.125, -5.216],
  "species": ["Au", "C", "C", "N", "C", "S", "N", "N", "C", "C", "C", "C", "C", "C", "C", "N", "H", "H", "H", "H", "H", "H", "H", "H", "H", "H", "H", "H", "H", "C", "Si", "C", "C", "Si", "Si", "C", "C", "C", "Si", "C", "C", "C", "H", "H", "H", "H", "H", "H", "H", "H", "H", "H", "H", "H", "H", "H", "H", "H", "H", "H", "H", "H", "H", "H", "H", "H", "H", "H", "H"],
  "coordinates": [[11.53916, 10.16515, 8.73713], [6.55496, 13.80934, 10.21558], [7.57406, 12.79172, 10.80006], [8.88339, 13.17312, 10.34135], [9.95993, 12.43565, 10.17907], [10.03072, 10.80376, 10.51534], [10.99684, 13.24289, 9.60678], [11.83918, 12.61469, 8.88845], [12.69651, 13.43144, 8.22315], [12.81456, 14.93013, 8.52552], [13.64393, 12.79553, 7.21817], [13.97905, 13.52606, 6.08529], [14.89860, 12.87241, 5.20693], [15.36228, 11.62102, 5.49134], [15.01840, 11.10335, 6.74172], [14.15079, 11.61444, 7.60493], [5.54015, 13.56828, 10.70643], [6.54149, 13.70367, 9.15184], [6.87553, 14.77778, 10.47539], [7.43054, 11.75869, 10.38102], [7.54407, 12.70240, 11.91302], [8.99115, 14.06982, 9.90639], [12.42344, 15.55267, 7.81355], [13.83665, 15.27355, 8.66797], [12.22106, 15.21303, 9.43852], [13.45962, 14.49301, 6.00008], [15.17018, 13.38412, 4.29380], [16.08212, 11.05256, 4.94915], [15.52369, 10.20846, 7.11479], [9.47288, 7.62116, 11.84016], [9.67662, 6.83984, 10.17968], [10.30137, 5.09990, 10.28549], [8.11367, 6.80280, 9.11314], [11.53503, 7.82948, 9.05493], [11.53727, 7.24525, 6.69145], [13.12257, 7.76827, 5.99164], [10.06438, 8.17427, 5.95872], [11.32559, 5.42757, 6.63692], [13.49942, 7.57298, 10.15753], [14.82805, 8.82715, 9.65840], [14.07037, 5.85203, 9.83289], [13.09479, 7.77735, 12.02872], [10.43952, 7.38305, 12.37228], [8.70469, 7.14463, 12.53825], [9.39363, 8.65208, 12.07651], [10.04205, 4.65830, 11.25035], [11.36296, 5.10528, 10.42473], [10.10845, 4.31608, 9.49913], [7.88682, 7.75422, 8.69740], [7.23096, 6.33014, 9.61074], [8.26500, 6.04747, 8.35159], [13.27305, 8.89317, 6.07326], [13.01892, 7.53450, 4.94250], [13.96190, 7.17576, 6.56229], [10.30494, 9.18945, 5.62164], [9.23108, 8.05756, 6.60695], [9.84208, 7.64606, 5.07257], [12.04848, 4.78444, 7.10682], [11.59684, 5.22856, 5.53480], [10.31408, 5.24552, 6.74743], [14.58174, 9.24926, 8.66193], [15.79314, 8.25600, 9.79746], [14.85052, 9.72331, 10.35876], [14.50708, 5.71168, 8.82907], [13.30588, 5.10029, 10.12640], [14.90021, 5.71883, 10.54278], [12.66818, 8.74485, 12.23610], [13.95091, 7.65474, 12.79634], [12.38605, 6.97576, 12.15528]],
  "atomic_forces_ev_per_a": [[0.5, 0.2, 0.1], [-1.0, -2.5, 1.9], [-0.7, -1.0, -0.3], [0.7, 0.4, 0.0], [0.3, 0.2, -0.5], [-0.2, 0.0, 0.5], [-1.2, 0.0, 0.9], [1.1, 0.3, -1.6], [0.6, 0.1, 0.1], [-0.2, -1.6, 2.8], [-1.2, 1.0, 1.6], [0.4, -1.3, 0.2], [-1.4, 1.8, -0.5], [-0.1, 0.1, 1.7], [0.3, -1.1, 0.7], [0.1, 0.4, -1.0], [1.5, 0.6, -1.1], [-0.3, -0.1, -0.7], [0.1, 1.4, 0.4], [-0.3, 0.8, 0.5], [0.1, 0.2, -0.8], [-0.1, 0.7, 0.2], [-1.1, 1.3, -2.4], [0.2, -0.5, 0.0], [0.7, -0.6, -0.8], [0.8, -0.5, -0.6], [0.1, -0.1, -0.1], [0.3, 0.1, -0.7], [-0.2, 0.1, -0.4], [0.4, -1.9, 2.7], [-0.4, 0.5, -1.2], [0.0, -1.6, 0.4], [-0.1, -1.4, 1.0], [-1.1, 0.0, -1.1], [-0.7, 1.3, 2.2], [1.8, 0.7, 1.0], [1.6, -0.2, -0.1], [2.3, 0.3, -3.2], [0.5, 1.1, 1.4], [0.1, 0.4, 0.8], [0.6, -0.7, 0.5], [2.0, -0.5, 0.1], [-0.8, 0.0, -0.4], [0.7, 0.3, -1.2], [-0.3, 1.2, -0.6], [-0.6, -0.2, 0.0], [0.9, 0.2, -0.3], [-0.1, 1.1, 0.6], [-0.5, 0.7, -0.4], [0.5, 0.9, 0.2], [0.4, 0.2, -0.7], [0.0, -1.4, 0.1], [0.7, -0.3, -0.5], [-1.3, 1.2, -1.5], [-0.2, 0.0, 0.6], [-0.8, 0.4, 0.6], [-0.6, -0.7, -1.3], [-0.1, -0.1, 0.9], [-0.7, 0.1, 1.1], [-2.0, -1.1, 0.5], [0.7, -0.6, 0.4], [-0.7, 0.9, -0.7], [-0.1, -1.2, -0.7], [-0.5, -0.2, 0.3], [0.6, 0.4, -0.6], [0.0, -0.2, -0.1], [-0.5, 0.3, 0.0], [-1.2, 0.0, -1.4], [-0.4, -0.2, 0.7]],
  "lowdin_charge": [0.51, -0.06, -0.23, -0.01, -0.75, 0.71, 0.04, -0.04, -0.13, -0.01, -0.26, 0.02, -0.03, -0.03, -0.14, 0.10, 0.12, 0.07, 0.05, 0.11, 0.14, 0.14, 0.05, 0.10, 0.09, 0.12, 0.11, 0.11, 0.11, -0.24, 0.34, -0.22, -0.21, 0.33, 0.30, -0.24, -0.20, -0.20, 0.28, -0.23, -0.22, -0.21, 0.02, 0.07, -0.04, 0.04, -0.03, 0.07, 0.00, 0.05, 0.01, 0.03, 0.02, 0.08, 0.04, 0.00, 0.01, 0.04, 0.08, 0.00, -0.04, 0.05, 0.05, 0.04, 0.03, 0.04, 0.01, 0.07, -0.02]
}



5.
{
  "formula": "C4H8N3O3",
  "method": "ωB97M-V/def2-TZVPD",
  "total_charge": 1,
  "e_lumo_ev": -5.031,
  "relative_energy_kcal_mol": 16.2,
  "species": ["C", "C", "C", "C", "N", "N", "N", "O", "O", "O", "H", "H", "H", "H", "H", "H", "H", "H"],
  "coordinates": [[-1.85905, -0.67423, -0.27640], [-0.06449, 0.72494, 0.21227], [-2.46132, 0.68028, -0.19298], [-1.31005, 1.64579, 0.00178], [3.53126, -0.44666, -0.75649], [2.89985, -0.63411, 0.23889], [-0.50205, -0.54321, 0.09938], [-2.43184, -1.70135, -0.36086], [1.12115, 1.07878, 0.29982], [0.34451, -1.67171, 0.15394], [-3.06019, 0.79825, -0.99329], [-3.02032, 0.71002, 0.64473], [-1.27712, 2.44453, 0.82613], [-1.25727, 2.32192, -0.84506], [4.23058, -1.24655, -0.91247], [2.24552, 0.30783, 0.57399], [3.05171, -1.41151, 0.76392], [-0.18087, -2.38301, 0.52268]],
  "atomic_forces_ev_per_a": [[-0.4, 0.5, 1.6], [0.2, 1.1, -1.5], [3.4, 0.0, 0.6], [1.5, 1.1, 0.7], [2.5, -0.8, -2.2], [-1.1, 4.3, 0.8], [0.7, -1.4, 0.0], [0.1, -1.3, -0.6], [-0.9, 0.4, 0.8], [0.1, 1.9, -0.4], [-1.9, 0.9, -2.8], [-2.3, -0.3, 2.8], [-0.6, -1.6, -0.6], [0.8, -0.3, -0.5], [-1.1, 0.9, -0.2], [-0.7, -1.8, -1.0], [0.4, -3.2, 2.2], [-0.7, -0.4, 0.2]],
  "lowdin_charge": [-0.38, -0.30, -0.04, -0.02, 0.21, 0.10, 0.03, 0.20, 0.07, 0.09, 0.11, 0.11, 0.17, 0.13, 0.15, 0.14, 0.11, 0.12]
}



| no. | E_tot (Eh) | M (g/mol) |
| --- | --- | --- |
| 1 | -232.40309 | 72.11 |
| 2 | -466.66274 | 115.05 |
| 3 | -2509.19591 | 439.29 |
| 4 | -2658.57054 | 665.94 |
| 5 | -546.83428 | 146.13 |